1.
Computed, not measured: 8 unconnected molecules or ions with the total composition C47H49ClF7N4 in a non-equilibrium geometry, with wB97M-V/def2-TZVPD.

## Properties
max |F|	2.43	eV/A
charge	-1
energy	-3198.6637	hartree

Last column: Löwdin charge in e.
Element x y z (Å)
Cl (4.22, 7.06, 1.17)  0.1954
F (2.99, -12.34, 6.07)  0.0471
F (-1.17, 1.52, -0.74)  0.0503
F (-10.66, -1.02, -1.14)  0.0560
F (5.48, 12.48, -2.85)  0.0337
F (1.71, -6.36, 4.26)  0.0299
F (-3.43, -1.79, -2.69)  0.0584
F (4.49, -1.38, 0.45)  0.0566
N (-1.57, 5.42, 2.21)  0.0461
N (0.10, 3.82, 2.89)  0.0772
N (-0.48, 4.12, 0.57)  0.0776
N (1.94, 5.38, 1.03)  -0.0701
C (2.10, -5.90, 3.04)  -0.2791
C (1.92, -2.21, -1.95)  -0.0843
C (2.49, -8.57, 7.58)  -0.0904
C (4.01, 4.28, 1.51)  -0.3140
C (2.87, -9.60, 8.42)  -0.0877
C (6.13, 11.49, -2.18)  -0.2932
C (0.75, 5.87, 1.66)  -0.2547
C (8.16, 10.49, -1.48)  -0.1009
C (-0.29, 4.77, 1.83)  -0.6932
C (-6.40, 0.11, -1.93)  -0.0697
C (3.90, -1.83, -0.68)  -0.3072
C (3.03, -10.89, 7.92)  -0.0244
C (0.47, 0.82, -3.87)  -0.0838
C (-10.85, -3.34, -3.89)  -0.0852
C (3.82, 3.20, 2.54)  -0.1218
C (4.07, -2.82, -2.83)  -0.0879
C (2.90, -4.98, 0.58)  -0.0770
C (2.82, -11.09, 6.57)  -0.2897
C (4.69, -2.35, -1.68)  -0.0196
C (-2.07, 1.37, -2.90)  -0.0218
C (-1.88, 1.15, -4.25)  -0.0817
C (2.57, -4.61, 2.94)  -0.0059
C (6.05, 9.52, -0.85)  -0.0743
C (2.42, -6.27, 0.72)  -0.0782
C (-11.09, -1.62, -2.27)  -0.2948
C (2.28, -8.80, 6.23)  -0.0704
C (2.97, -4.15, 1.69)  -0.0635
C (-5.62, -2.05, -3.49)  -0.0170
C (-4.72, -1.38, -2.70)  -0.2864
C (-6.94, -1.63, -3.49)  -0.0899
C (-5.08, -0.30, -1.92)  -0.0213
C (5.39, 10.53, -1.53)  -0.0094
C (-0.61, 0.87, -4.74)  -0.0979
C (-11.96, -2.84, -4.57)  -0.0982
C (-7.34, -0.55, -2.72)  -0.0945
C (-12.62, -1.72, -4.08)  -0.0852
C (-0.99, 1.31, -2.06)  -0.2728
C (-10.41, -2.72, -2.73)  -0.0290
C (-12.19, -1.10, -2.92)  -0.0162
C (2.02, -6.75, 1.96)  -0.0217
C (2.53, -1.75, -0.79)  -0.0310
C (2.45, -10.08, 5.71)  -0.0132
C (3.05, 5.44, 1.72)  -0.7061
C (2.69, -2.75, -2.97)  -0.0965
C (0.29, 1.04, -2.51)  -0.0151
C (7.51, 11.50, -2.17)  -0.0397
C (7.44, 9.50, -0.82)  -0.0919
H (-0.90, 3.21, 0.70)  0.0380
H (3.35, -3.14, 1.60)  0.0890
H (9.25, 10.47, -1.46)  0.0959
H (1.94, -1.34, 0.02)  0.1267
H (2.89, 5.62, 2.79)  0.0827
H (-6.70, 0.96, -1.33)  0.1089
H (-3.05, 1.58, -2.50)  0.1029
H (-7.67, -2.15, -4.10)  0.0962
H (5.76, -2.39, -1.55)  0.1189
H (4.43, 2.33, 2.31)  0.0562
H (1.98, -8.00, 5.58)  0.0804
H (-8.37, -0.23, -2.73)  0.0938
H (3.21, -4.61, -0.39)  0.0915
H (0.43, 3.99, 0.14)  0.0567
H (3.32, -11.71, 8.55)  0.1146
H (-4.34, 0.19, -1.30)  0.1105
H (5.04, 4.63, 1.50)  0.0574
H (4.30, 10.57, -1.55)  0.1199
H (0.85, -2.15, -2.05)  0.1085
H (7.96, 8.72, -0.29)  0.1011
H (-9.54, -3.09, -2.19)  0.1194
H (3.03, -9.42, 9.47)  0.1024
H (8.04, 12.27, -2.70)  0.1081
H (5.49, 8.75, -0.33)  0.0123
H (-1.44, 5.74, 3.16)  0.0526
H (0.26, 6.64, 1.06)  0.1035
H (2.36, -7.57, 7.98)  0.1023
H (3.80, 3.88, 0.52)  0.0967
H (-13.48, -1.33, -4.61)  0.1036
H (0.33, 2.92, 2.50)  0.0449
H (1.65, -7.76, 2.09)  0.1141
H (-0.46, 0.70, -5.80)  0.0971
H (2.61, -3.98, 3.82)  0.1205
H (-2.72, 1.19, -4.93)  0.1050
H (-10.33, -4.21, -4.27)  0.1050
H (4.68, -3.24, -3.63)  0.1028
H (-12.69, -0.23, -2.52)  0.1179
H (2.36, -6.92, -0.14)  0.1040
H (0.90, 4.16, 3.41)  0.0461
H (1.11, 1.02, -1.81)  0.1178
H (4.10, 3.55, 3.53)  0.0663
H (0.93, 6.33, 2.65)  0.1075
H (-5.29, -2.89, -4.09)  0.1157
H (2.78, 2.89, 2.59)  0.0443
H (1.47, 0.60, -4.24)  0.1046
H (-12.30, -3.32, -5.48)  0.0996
H (-2.23, 4.66, 2.32)  0.0489
H (2.22, -3.11, -3.87)  0.1008
H (2.30, -10.29, 4.67)  0.1157

***

2.
Computed, not measured: a single C4H8N2OS molecule in a non-equilibrium geometry, with wB97M-V/def2-TZVPD.

## Properties
max |F|	2.46	eV/A
energy above the lowest of the compared OMol25 structures with the same formula, charge and spin	348.5	kJ/mol
SMILES	N[C@@H]1C[C@H]1ONC=S
energy	-740.0293	hartree

Last column: natural (NBO) charge in e.
Element x y z (Å)
S (2.99, -1.26, -0.32)  -0.1939
O (0.70, 0.69, -0.89)  -0.3401
N (-2.67, -0.67, -0.34)  -0.8338
N (1.78, 1.11, -0.12)  -0.2837
C (-1.23, -0.77, -0.39)  -0.0539
C (-0.56, -0.53, 0.95)  -0.4726
C (2.82, 0.35, 0.10)  -0.0702
C (-0.46, 0.54, -0.10)  0.0417
H (-0.94, 1.48, 0.09)  0.1806
H (0.36, -1.18, 1.08)  0.2477
H (-3.12, -1.07, -1.14)  0.3666
H (3.54, 0.85, 0.77)  0.2064
H (1.79, 2.11, -0.02)  0.3850
H (-0.82, -1.48, -1.09)  0.2283
H (-1.25, -0.48, 1.80)  0.2375
H (-2.94, 0.31, -0.37)  0.3543

***

3.
Computed, not measured: 2 unconnected molecules or ions with the total composition C17H19N3O4 in a non-equilibrium geometry, with wB97M-V/def2-TZVPD.

## Properties
max |F|	2.72	eV/A
energy above the lowest of the compared OMol25 structures with the same formula, charge and spin	367.2	kJ/mol
energy	-1124.3955	hartree

Last column: natural (NBO) charge in e.
Element x y z (Å)
O (-2.96, -0.55, -2.06)  -0.6160
O (0.18, -3.03, -4.27)  -0.6091
O (5.05, 1.72, 0.56)  -0.5323
O (-0.12, -3.58, 0.26)  -0.6259
N (-1.33, -1.74, -3.10)  -0.6575
N (2.50, 0.42, 0.66)  -0.3865
N (-0.06, -3.33, -1.99)  -0.6608
C (-2.36, 0.50, 0.90)  -0.0114
C (4.87, 0.40, 0.03)  -0.0752
C (0.11, 0.40, 0.48)  -0.4160
C (3.73, -0.37, 0.70)  -0.2381
C (3.90, 2.38, 1.10)  -0.0721
C (-1.99, -1.33, -1.93)  0.6477
C (-0.35, -2.72, -3.21)  0.7962
C (-3.73, 2.48, 0.43)  -0.2083
C (-3.47, -0.06, 1.58)  -0.1979
C (-0.54, -2.95, -0.72)  0.6597
C (2.56, 1.87, 0.57)  -0.2532
C (-1.12, -0.25, 0.72)  -0.0593
C (-4.69, 0.62, 1.65)  -0.1991
C (-2.51, 1.79, 0.35)  -0.1816
C (1.33, -0.23, 0.64)  0.1444
C (-1.44, -1.80, -0.65)  -0.5246
C (-4.82, 1.89, 1.08)  -0.1916
H (5.83, -0.10, 0.21)  0.2050
H (-5.53, 0.15, 2.16)  0.2182
H (1.77, 2.32, 1.17)  0.2246
H (3.91, 2.28, 2.20)  0.1729
H (4.06, 3.43, 0.84)  0.2035
H (-1.63, -1.32, -3.97)  0.4299
H (4.68, 0.46, -1.06)  0.1725
H (1.40, -1.30, 0.84)  0.2207
H (-3.82, 3.47, -0.01)  0.2179
H (-5.79, 2.41, 1.11)  0.2187
H (-1.67, 2.27, -0.16)  0.2086
H (4.03, -0.63, 1.73)  0.1978
H (0.64, -4.05, -2.03)  0.4265
H (2.43, 2.21, -0.47)  0.1989
H (-3.35, -1.03, 2.07)  0.2141
H (0.11, 1.45, 0.13)  0.2110
H (-2.30, -2.02, 0.07)  0.2637
H (3.53, -1.30, 0.15)  0.2201
H (-1.05, -1.22, 1.24)  0.2438

***

4.
Computed, not measured: a molecular structure, H18O9 in a non-equilibrium geometry, with wB97M-V/def2-TZVPD.

## Properties
max |F|	7.59	eV/A
energy above the lowest of the compared OMol25 structures with the same formula, charge and spin	1019.5	kJ/mol
energy	-687.6375	hartree

Last column: natural (NBO) charge in e.
Element x y z (Å)
O (-3.01, -1.69, -1.10)  -0.9681
O (0.97, 2.73, -0.43)  -0.9520
O (2.49, -1.19, 0.76)  -0.9610
O (0.22, 1.04, -1.45)  -0.8960
O (1.99, 1.08, 0.96)  -0.9480
O (-0.85, -1.83, -1.27)  -0.8514
O (-1.85, -1.28, 1.61)  -0.9570
O (-0.69, 1.09, 1.70)  -1.0082
O (-0.10, -0.35, 0.31)  -0.9546
H (0.42, 1.74, -2.07)  0.5249
H (1.90, 2.80, -0.63)  0.4281
H (2.58, 0.54, 0.43)  0.4610
H (-0.61, 0.32, 1.14)  0.4391
H (1.81, -0.53, 0.62)  0.4780
H (-3.30, -1.38, -1.95)  0.4364
H (-0.71, 0.85, -1.60)  0.5136
H (-1.63, 1.28, 1.70)  0.4441
H (-0.95, -1.26, 1.30)  0.4573
H (-0.32, -2.43, -0.75)  0.5287
H (2.40, 1.95, 0.97)  0.4882
H (-2.06, -1.76, -1.17)  0.4350
H (0.70, 1.91, -0.85)  0.4157
H (-0.21, -1.38, -1.83)  0.5060
H (-1.83, -0.81, 2.45)  0.4772
H (0.35, 0.40, -0.07)  0.5217
H (2.80, -1.04, 1.65)  0.4809
H (-0.53, -0.78, -0.43)  0.4603